1.
{
  "formula": "C26H30NO2",
  "method": "wB97M-V/def2-TZVPD",
  "charge": 1,
  "de_lowest_kcal_mol": 0.0,
  "orbital_gap_ev": 9.33,
  "lumo_ev": -2.50,
  "species": ["C", "O", "C", "C", "C", "C", "C", "C", "C", "C", "N", "C", "C", "C", "C", "C", "O", "C", "C", "C", "C", "C", "C", "C", "C", "C", "C", "C", "C", "H", "H", "H", "H", "H", "H", "H", "H", "H", "H", "H", "H", "H", "H", "H", "H", "H", "H", "H", "H", "H", "H", "H", "H", "H", "H", "H", "H", "H", "H"],
  "positions_angstrom": [[1.54, 2.29, -1.28], [0.32, 2.29, -0.51], [-0.52, 1.17, -0.60], [-1.94, 1.64, -0.92], [-2.92, 0.69, -1.26], [-4.22, 1.10, -1.54], [-4.56, 2.46, -1.51], [-5.96, 2.89, -1.87], [-3.58, 3.40, -1.19], [-2.28, 3.00, -0.88], [-0.51, 0.46, 0.70], [-1.17, 1.29, 1.80], [-0.21, 1.26, 2.99], [0.98, 0.36, 2.64], [0.89, 0.00, 1.17], [1.12, -1.50, 0.92], [0.21, -2.27, 1.70], [2.49, -2.00, 1.39], [2.62, -3.37, 1.59], [3.84, -3.91, 2.00], [4.94, -3.08, 2.23], [4.81, -1.70, 2.05], [3.58, -1.15, 1.64], [0.92, -1.77, -0.59], [-0.28, -2.29, -1.06], [-0.50, -2.34, -2.45], [0.51, -1.94, -3.33], [1.75, -1.52, -2.84], [1.97, -1.45, -1.46], [1.94, 3.31, -1.26], [2.30, 1.62, -0.83], [1.36, 1.96, -2.31], [-0.17, 0.44, -1.33], [-2.64, -0.37, -1.29], [-4.99, 0.36, -1.79], [-6.01, 3.98, -1.94], [-6.28, 2.45, -2.83], [-6.68, 2.56, -1.10], [-3.83, 4.47, -1.19], [-1.52, 3.73, -0.60], [-1.10, -0.36, 0.52], [-2.15, 0.84, 2.02], [-1.30, 2.31, 1.42], [-0.72, 0.87, 3.87], [0.12, 2.28, 3.23], [0.96, -0.56, 3.24], [1.94, 0.84, 2.82], [1.60, 0.59, 0.57], [-0.71, -1.96, 1.58], [1.76, -4.02, 1.42], [3.92, -4.99, 2.14], [5.89, -3.50, 2.55], [5.66, -1.04, 2.21], [3.48, -0.07, 1.51], [-1.04, -2.68, -0.38], [-1.45, -2.70, -2.82], [0.34, -1.96, -4.40], [2.56, -1.25, -3.51], [2.94, -1.16, -1.05]],
  "lowdin_charge": [-0.0259, -0.1313, -0.2708, -0.1652, -0.0227, -0.0230, -0.2623, -0.0446, -0.0163, -0.0156, 0.0449, -0.0406, -0.1161, -0.0984, -0.1355, -0.3731, 0.0060, -0.1625, -0.0079, -0.0487, -0.0689, -0.0604, -0.0371, -0.1664, -0.0457, -0.0645, -0.0668, -0.0535, -0.0183, 0.1065, 0.0769, 0.1065, 0.1553, 0.1055, 0.1233, 0.0815, 0.0917, 0.0906, 0.1229, 0.1229, 0.1466, 0.1453, 0.1229, 0.1206, 0.1254, 0.1343, 0.1247, 0.1256, 0.1020, 0.1284, 0.1113, 0.1117, 0.1109, 0.1076, 0.1222, 0.1137, 0.1131, 0.1160, 0.1254]
}

---

2.
{
  "formula": "C26H31AsN10O7S2Zn",
  "method": "wB97M-V/def2-TZVPD",
  "de_lowest_kcal_mol": 0.0,
  "orbital_gap_ev": 7.79,
  "lumo_ev": -0.32,
  "species": ["Zn", "N", "C", "C", "C", "C", "C", "C", "S", "O", "O", "N", "C", "N", "C", "C", "C", "N", "H", "H", "H", "H", "H", "H", "H", "H", "H", "O", "S", "O", "O", "C", "N", "C", "C", "C", "N", "C", "C", "C", "N", "C", "C", "H", "H", "H", "H", "H", "H", "C", "N", "C", "C", "O", "N", "C", "N", "H", "H", "H", "H", "H", "H", "H", "C", "As", "C", "C", "O", "H", "H", "H", "H", "H", "H", "H", "H", "H"],
  "positions_angstrom": [[0.24, -0.04, -0.31], [7.92, 2.46, 2.25], [6.86, 2.20, 1.40], [5.58, 2.68, 1.70], [4.53, 2.46, 0.83], [4.75, 1.76, -0.35], [6.01, 1.28, -0.66], [7.06, 1.51, 0.20], [3.40, 1.50, -1.45], [3.91, 0.98, -2.69], [2.65, 2.73, -1.51], [2.40, 0.45, -0.74], [2.81, -0.74, -0.24], [1.76, -1.40, 0.30], [1.97, -2.55, 0.92], [3.25, -3.09, 1.00], [4.25, -2.37, 0.37], [4.06, -1.21, -0.25], [7.69, 2.68, 3.20], [8.73, 1.87, 2.15], [5.42, 3.23, 2.62], [3.54, 2.84, 1.05], [6.15, 0.73, -1.58], [8.05, 1.14, -0.04], [1.11, -3.03, 1.35], [3.44, -4.02, 1.50], [5.27, -2.74, 0.36], [-4.84, -3.93, 3.09], [-5.88, -2.99, 2.71], [-5.49, -1.59, 2.90], [-7.22, -3.32, 3.12], [-5.87, -3.10, 0.89], [-7.00, -3.32, 0.23], [-6.91, -3.29, -1.10], [-5.73, -3.01, -1.78], [-4.62, -2.81, -0.98], [-4.68, -2.88, 0.35], [-3.28, -2.41, -1.48], [-2.14, -3.08, -1.05], [-0.91, -2.51, -1.29], [-0.76, -1.32, -1.88], [-1.85, -0.74, -2.38], [-3.12, -1.26, -2.23], [-7.83, -3.48, -1.64], [-5.69, -2.97, -2.86], [-2.23, -3.99, -0.47], [-0.01, -2.98, -0.93], [-1.71, 0.21, -2.88], [-3.98, -0.71, -2.61], [0.79, 4.17, -3.62], [0.08, 3.46, -2.57], [-0.27, 4.08, -1.31], [-0.60, 2.87, -0.45], [-1.02, 2.89, 0.68], [-0.30, 1.74, -1.18], [0.17, 2.15, -2.37], [0.62, 1.30, -3.30], [0.42, 5.19, -3.66], [0.59, 3.71, -4.59], [1.87, 4.18, -3.43], [-1.12, 4.76, -1.39], [0.58, 4.61, -0.87], [0.79, 0.35, -2.99], [1.30, 1.64, -3.96], [-1.52, 1.02, 3.41], [-2.19, -0.30, 2.20], [-2.46, -1.92, 3.17], [-3.79, 0.36, 1.41], [-1.03, -0.62, 1.02], [-2.27, 1.21, 4.18], [-1.32, 1.93, 2.85], [-0.61, 0.65, 3.86], [-3.22, -1.75, 3.93], [-1.51, -2.22, 3.60], [-2.86, -2.67, 2.49], [-4.57, 0.39, 2.16], [-4.09, -0.35, 0.64], [-3.58, 1.34, 0.98]],
  "lowdin_charge": [0.6817, 0.1014, -0.3186, -0.0273, -0.0566, -0.3158, -0.0628, -0.0250, 0.6092, -0.3081, -0.3192, -0.1209, -0.4541, 0.0535, -0.1134, -0.0479, -0.1058, 0.1535, 0.0908, 0.0908, 0.1113, 0.1159, 0.1135, 0.1115, 0.1217, 0.1007, 0.1145, -0.3548, 0.4158, -0.3773, -0.3266, -0.3336, 0.1330, -0.1052, 0.0042, -0.2469, 0.1662, -0.1438, 0.0174, -0.1283, 0.0117, -0.1273, 0.0117, 0.1119, 0.1120, 0.1304, 0.0994, 0.0955, 0.1250, -0.0150, -0.0838, -0.0216, -0.4438, 0.0682, 0.1006, -0.4427, 0.2251, 0.0970, 0.0933, 0.0921, 0.1408, 0.1453, 0.0876, 0.1136, -0.1899, 1.0517, -0.1951, -0.1768, -0.5353, 0.0480, 0.0140, 0.0421, 0.0423, 0.0450, 0.0194, 0.0347, 0.0200, 0.0386]
}

---

3.
{
  "formula": "C26H31AsN2O2PPdS",
  "method": "wB97M-V/def2-TZVPD",
  "charge": -1,
  "de_lowest_kcal_mol": 0.0,
  "orbital_gap_ev": 5.42,
  "lumo_ev": 2.56,
  "species": ["Pd", "O", "N", "C", "C", "C", "C", "C", "C", "C", "P", "C", "C", "C", "C", "C", "C", "C", "C", "C", "C", "C", "C", "H", "H", "H", "H", "H", "H", "H", "H", "H", "H", "H", "H", "H", "H", "H", "H", "S", "C", "C", "N", "C", "H", "H", "H", "C", "H", "H", "H", "C", "As", "C", "C", "O", "H", "H", "H", "H", "H", "H", "H", "H", "H"],
  "positions_angstrom": [[1.47, 0.52, 0.70], [-0.10, 2.63, 2.86], [-0.56, 1.34, 2.61], [-0.24, 0.53, 3.53], [-0.62, -0.89, 3.42], [-0.84, -1.57, 4.61], [-1.28, -2.89, 4.62], [-1.48, -3.53, 3.41], [-1.22, -2.87, 2.22], [-0.76, -1.55, 2.18], [-0.28, -0.76, 0.55], [-1.97, -0.23, 0.03], [-2.31, -0.08, -1.32], [-3.55, 0.41, -1.70], [-4.48, 0.79, -0.75], [-4.16, 0.66, 0.60], [-2.93, 0.15, 0.98], [-0.03, -2.32, -0.42], [1.21, -2.92, -0.25], [1.53, -4.10, -0.92], [0.61, -4.68, -1.78], [-0.62, -4.08, -1.97], [-0.95, -2.91, -1.28], [0.00, 2.98, 1.95], [0.33, 0.86, 4.40], [-0.69, -1.05, 5.55], [-1.45, -3.40, 5.56], [-1.84, -4.56, 3.38], [-1.36, -3.40, 1.29], [-1.57, -0.32, -2.07], [-3.78, 0.52, -2.76], [-5.44, 1.19, -1.04], [-4.87, 0.96, 1.36], [-2.71, 0.05, 2.03], [1.94, -2.45, 0.40], [2.50, -4.56, -0.77], [0.86, -5.59, -2.32], [-1.35, -4.52, -2.64], [-1.92, -2.47, -1.43], [-2.03, 3.86, -1.66], [-1.71, 5.22, -0.67], [-0.70, 4.94, 0.18], [-0.16, 3.68, 0.06], [-0.76, 3.00, -0.87], [-2.29, 6.13, -0.75], [-0.29, 5.61, 0.92], [-0.46, 2.00, -1.17], [3.31, 1.53, 1.25], [3.72, 1.07, 2.16], [3.18, 2.60, 1.48], [4.10, 1.48, 0.49], [2.76, 0.89, -4.19], [2.14, 0.79, -2.33], [2.66, 2.57, -1.77], [3.35, -0.60, -1.74], [0.52, 0.50, -2.49], [3.82, 1.14, -4.26], [2.17, 1.65, -4.71], [2.58, -0.07, -4.67], [3.74, 2.65, -1.90], [2.39, 2.75, -0.74], [2.15, 3.25, -2.45], [4.34, -0.37, -2.15], [2.98, -1.53, -2.17], [3.36, -0.66, -0.66]],
  "lowdin_charge": [0.2561, -0.0776, -0.0381, -0.1449, -0.2216, -0.0569, -0.1020, -0.0925, -0.0774, -0.2667, 0.9273, -0.3236, -0.1384, -0.1080, -0.1182, -0.0934, -0.0902, -0.3575, -0.1269, -0.0984, -0.1099, -0.0938, -0.0936, 0.0359, 0.1290, 0.1048, 0.0931, 0.0953, 0.0963, 0.0767, 0.0985, 0.0912, 0.0950, 0.0867, 0.0832, 0.0964, 0.0905, 0.0945, 0.0914, 0.9949, -0.4253, -0.2535, -0.0308, -0.4656, 0.0516, 0.1026, 0.0265, -0.3335, -0.0875, -0.0720, -0.0826, -0.2482, 0.9219, -0.2428, -0.2414, -0.5642, 0.0197, 0.0207, 0.0224, 0.0348, -0.0280, 0.0326, 0.0287, 0.0273, -0.0205]
}

---

4.
{
  "formula": "C26H31BCl5N6O3PS2V",
  "method": "wB97M-V/def2-TZVPD",
  "s_squared": 0.8067,
  "charge": 2,
  "spin_multiplicity": 2,
  "orbital_gap_ev": [6.28, 6.99],
  "lumo_ev": [-7.72, -7.02],
  "species": ["V", "C", "N", "C", "C", "N", "B", "N", "C", "C", "N", "C", "C", "S", "C", "S", "H", "H", "H", "H", "H", "H", "H", "H", "H", "H", "H", "H", "C", "C", "O", "P", "O", "C", "C", "O", "C", "C", "H", "H", "H", "H", "H", "H", "H", "H", "H", "H", "H", "H", "H", "H", "H", "N", "C", "C", "C", "C", "N", "C", "C", "H", "H", "H", "H", "Cl", "C", "C", "C", "Cl", "C", "Cl", "C", "Cl", "C", "Cl"],
  "positions_angstrom": [[0.84, -0.73, -0.27], [-1.00, 2.58, -3.06], [0.46, 2.64, -2.94], [1.22, 3.77, -3.10], [2.51, 3.40, -2.88], [2.53, 2.06, -2.59], [3.84, 1.26, -2.20], [4.07, 1.49, -0.66], [4.62, 2.64, -0.14], [4.64, 2.52, 1.21], [4.10, 1.29, 1.51], [4.03, 0.72, 2.85], [3.73, 0.69, 0.36], [3.11, -0.92, 0.22], [1.27, 1.62, -2.63], [0.75, -0.03, -2.43], [-1.36, 3.56, -3.33], [-1.43, 2.29, -2.11], [-1.28, 1.87, -3.84], [0.79, 4.72, -3.37], [3.41, 3.97, -2.95], [4.75, 1.79, -2.79], [3.68, 0.10, -2.43], [5.00, 3.43, -0.76], [5.01, 3.18, 1.98], [3.61, 1.46, 3.53], [5.02, 0.44, 3.19], [3.39, -0.16, 2.83], [-4.60, -0.59, -1.79], [-3.13, -0.71, -2.07], [-2.43, -1.31, -0.93], [-1.59, -0.55, 0.18], [-2.05, 0.96, 0.12], [-2.49, 1.79, 1.25], [-3.95, 2.14, 1.09], [-2.07, -1.14, 1.55], [-3.02, -2.24, 1.80], [-4.39, -1.70, 2.12], [-5.11, -0.21, -2.68], [-4.79, 0.11, -0.97], [-5.03, -1.56, -1.54], [-2.68, 0.26, -2.28], [-2.93, -1.37, -2.91], [-1.86, 2.67, 1.21], [-2.30, 1.25, 2.18], [-4.13, 2.63, 0.13], [-4.23, 2.84, 1.88], [-4.58, 1.26, 1.18], [-2.58, -2.77, 2.64], [-3.03, -2.89, 0.93], [-4.35, -1.02, 2.97], [-5.04, -2.53, 2.38], [-4.82, -1.19, 1.26], [0.79, -7.80, -2.56], [0.79, -6.72, -2.18], [0.80, -5.37, -1.70], [-0.08, -4.43, -2.23], [-0.05, -3.14, -1.74], [0.80, -2.75, -0.77], [1.66, -3.67, -0.27], [1.69, -4.97, -0.71], [-0.77, -4.70, -3.02], [-0.73, -2.40, -2.13], [2.35, -3.34, 0.49], [2.39, -5.67, -0.28], [0.88, 2.38, 0.28], [0.72, 1.48, 1.74], [0.69, 0.11, 1.61], [0.56, -0.65, 2.76], [0.53, -2.36, 2.58], [0.45, -0.06, 4.02], [0.28, -1.04, 5.41], [0.48, 1.34, 4.12], [0.36, 2.08, 5.65], [0.62, 2.12, 2.97], [0.67, 3.83, 3.07]],
  "mulliken_spin": [1.3256, -0.0014, -0.0012, -0.0044, -0.0021, -0.0041, -0.0002, -0.0043, -0.0009, -0.0039, -0.0039, -0.0013, 0.0309, -0.0971, 0.0059, -0.0840, -0.0001, 0.0006, 0.0008, -0.0005, -0.0004, -0.0004, 0.0022, -0.0005, -0.0003, 0.0001, 0.0002, 0.0011, -0.0012, 0.0030, -0.0170, -0.0167, -0.0029, 0.0011, 0.0002, 0.0016, -0.0001, -0.0003, 0.0000, 0.0000, 0.0002, 0.0002, 0.0004, -0.0002, 0.0001, 0.0000, 0.0000, 0.0000, -0.0002, -0.0001, 0.0002, -0.0001, 0.0000, 0.0034, -0.0007, 0.0047, -0.0012, 0.0172, -0.0407, 0.0151, -0.0005, -0.0003, 0.0082, 0.0000, -0.0002, -0.0009, 0.0326, -0.2451, 0.0916, 0.0016, -0.0077, -0.0024, 0.0116, 0.0025, -0.0107, -0.0024]
}

---

Number 4 is which compound? C26H31BCl5N6O3PS2V